ORCA calculation (ωB97M-V/def2-TZVPD) on 3 unconnected molecules or ions with the total composition C15H16I2N3O4S in a non-equilibrium geometry.

Structure (XYZ):
```
41
C15H16I2N3O4S (ωB97M-V/def2-TZVPD)
C 1.03705 1.32807 -6.80761
C 2.18398 0.60023 -6.12623
I 3.56642 -0.13735 -7.63628
C 3.01715 1.49429 -5.14765
I 2.26649 0.80848 -3.09839
N 3.10304 2.82816 -5.40078
S 1.98480 3.89672 -4.76573
H 0.18716 0.64993 -6.89779
H 1.28473 1.64164 -7.81591
H 0.72678 2.17520 -6.21021
H 1.82738 -0.29260 -5.62959
H 4.03793 1.11538 -5.12043
H 1.26120 4.26457 -5.84124
C 0.53541 -1.39898 0.49543
C 1.83683 -1.50088 0.02441
C 2.72792 -2.36284 0.64116
C 2.28840 -3.10469 1.72264
C 0.99935 -3.01262 2.21250
C 0.11862 -2.14834 1.58679
N 3.22645 -4.03376 2.37773
O 4.36302 -4.08943 1.95252
O 2.81212 -4.69736 3.30987
H -0.15513 -0.72536 0.00482
H 2.14587 -0.90347 -0.82405
H 3.74375 -2.45559 0.28895
H 0.69286 -3.59985 3.06413
H -0.89371 -2.06382 1.95145
C -4.81652 2.60678 4.12701
C -5.31088 1.33063 4.36017
C -4.45519 0.24211 4.35595
C -3.11294 0.46124 4.11958
C -2.59723 1.71949 3.88135
C -3.46358 2.79974 3.88527
N -2.19134 -0.69119 4.12275
O -2.66725 -1.79640 4.29832
O -1.01466 -0.46711 3.93744
H -5.48870 3.45427 4.13235
H -6.36545 1.18106 4.54542
H -4.82013 -0.75807 4.53201
H -1.54232 1.84903 3.69361
H -3.07968 3.79271 3.69826
```

energy above the lowest of the compared OMol25 structures with the same formula, charge and spin = 0.00 kcal/mol
Kohn-Sham gap = 0.1578 Eh
spin multiplicity = 1
total charge = -1
LUMO energy = 0.72 eV



ORCA calculation (ωB97M-V/def2-TZVPD) on a molecular structure, C15H16N6O4 in a non-equilibrium geometry.

Structure (XYZ):
```
41
C15H16N6O4 (ωB97M-V/def2-TZVPD)
N -0.57637 6.60570 -1.55995
C -0.36873 5.45849 -1.39877
C -0.19435 4.03016 -1.19808
C -0.99875 3.03785 -1.73639
C -0.80007 1.64565 -1.42209
N -1.74133 0.64740 -1.76863
O -2.69333 0.91245 -2.52576
O -1.53908 -0.54197 -1.31437
C 0.26138 1.17622 -0.63344
C 0.89649 2.21712 0.06137
N 1.44851 2.15080 1.33103
O 1.76257 1.24941 2.12310
O 1.62903 3.55203 1.73478
N 1.17849 4.42509 0.75958
C 0.71380 3.59930 -0.20160
H -1.71183 3.30176 -2.51175
H -0.07497 0.11425 0.24754
C -1.11341 -0.77608 1.99923
C -0.82485 -2.11292 1.33401
C -0.24274 -3.08694 2.34091
C -2.10330 -2.69651 0.75127
N 0.16166 -1.90795 0.26790
C 0.41986 -0.74757 -0.38631
N 1.50025 -0.91868 -1.12165
C 2.35953 -0.03334 -1.91059
C 1.79059 -2.28853 -1.15164
C 0.94177 -2.87855 -0.30741
H -1.58417 -0.07292 1.29178
H -1.83363 -0.95870 2.80888
H -0.20286 -0.34059 2.43914
H -0.14636 -4.09690 1.93271
H 0.72541 -2.74658 2.72641
H -0.93817 -3.15045 3.18650
H -1.92986 -3.69752 0.34380
H -2.82931 -2.79141 1.56915
H -2.51865 -2.04834 -0.02832
H 2.30912 0.95150 -1.47242
H 3.39313 -0.43060 -1.87920
H 2.05112 -0.05718 -2.96707
H 2.57616 -2.77543 -1.74010
H 0.84724 -3.91953 -0.01353
```

energy above the lowest of the compared OMol25 structures with the same formula, charge and spin = 134.11 kcal/mol
Kohn-Sham gap = 0.2077 Eh
spin multiplicity = 1
LUMO energy = -1.08 eV



ORCA calculation (ωB97M-V/def2-TZVPD) on a molecular structure, C15H17BeN6O2S4SbSe.

Structure (XYZ):
```
47
C15H17BeN6O2S4SbSe (ωB97M-V/def2-TZVPD)
Be -0.59151 0.82016 -3.34200
N 0.06924 -2.92698 4.96491
C 0.52453 -2.26176 3.81507
C 0.27609 -0.90574 3.63105
C 0.77578 -0.24926 2.51274
C 1.50976 -0.93319 1.56286
C 1.77084 -2.28442 1.74988
C 1.29233 -2.94137 2.86567
S 2.13849 -0.07551 0.12695
O 3.23996 -0.87174 -0.35385
O 2.42876 1.26214 0.60247
N 0.98277 0.09585 -0.96013
C 0.37557 -0.95834 -1.49186
N -0.45471 -0.71729 -2.55800
C -1.15260 -1.73891 -3.06408
C -1.05940 -3.01826 -2.56309
C -0.16544 -3.18712 -1.51518
N 0.53440 -2.20666 -0.99141
H -0.75837 -2.51643 5.36879
H -0.05089 -3.91949 4.83337
H -0.29299 -0.35840 4.37534
H 0.60619 0.80993 2.38037
H 2.35070 -2.80837 1.00348
H 1.50968 -3.99471 3.00647
H -1.77720 -1.49336 -3.91353
H -1.61804 -3.83528 -2.99237
H -0.00756 -4.17060 -1.07665
S 0.72153 -1.00026 -7.15251
Sb 0.10970 0.91907 -6.10602
S -1.96019 0.80820 -4.96191
S 1.25145 1.46902 -4.12648
C 1.01388 3.55772 -1.21635
N 0.06484 3.20107 -0.17128
C 0.27187 3.34291 1.17815
C -0.79516 2.80523 1.80666
N -1.63620 2.32033 0.82272
C -2.86351 1.58311 1.04334
C -1.09546 2.55943 -0.39068
Se -1.91811 2.23613 -2.03042
H 1.79407 4.16888 -0.77143
H 0.49169 4.09647 -2.00449
H 1.44790 2.64629 -1.61218
H 1.17808 3.77251 1.56389
H -1.02704 2.70633 2.85198
H -3.09805 1.62072 2.10480
H -2.73520 0.54827 0.72962
H -3.67249 2.02367 0.46534
```

energy above the lowest of the compared OMol25 structures with the same formula, charge and spin = 0.00 kcal/mol
Kohn-Sham gap (spin up / spin down) = 0.2440 / 0.2327 Eh
spin multiplicity = 2
total charge = -1
LUMO energy (spin up / spin down) = 2.24 / 1.29 eV



ORCA calculation (ωB97M-V/def2-TZVPD) on a molecular structure, C15H17Br2Cl37O3S in a non-equilibrium geometry.

Structure (XYZ):
```
75
C15H17Br2Cl37O3S (ωB97M-V/def2-TZVPD)
C -5.74373 0.89117 2.50911
C -5.49366 -0.05913 1.36987
Br -5.49049 1.07606 -0.26253
C -6.55939 -1.12657 1.13037
Br -8.34656 -0.60304 1.77646
O -6.18926 -2.43398 1.49129
S -5.63269 -2.72916 3.00982
O -6.34127 -1.86575 3.93067
O -4.10629 -1.97454 3.03571
Cl -2.92502 -3.12290 3.35879
H -5.88187 0.40495 3.44913
H -6.52526 1.56612 2.27960
H -4.86492 1.49491 2.59754
H -4.51697 -0.46287 1.38529
H -6.71045 -1.16935 0.08629
C -4.21399 1.86526 -3.20616
Cl -4.90289 0.54673 -4.15479
Cl -2.45066 1.81871 -3.27301
Cl -4.82282 3.42614 -3.76855
H -4.51525 1.73483 -2.17703
C 1.23679 -2.79564 4.13862
Cl 0.08950 -4.12791 3.94304
Cl 2.19413 -2.57930 2.67264
Cl 0.39404 -1.30025 4.55214
H 1.90230 -3.04560 4.95325
C 1.57570 -0.00901 7.95276
Cl 2.58454 -1.44671 7.77565
Cl 0.18713 -0.34937 8.98578
Cl 2.51810 1.33753 8.59578
H 1.21141 0.26883 6.97526
C -4.55804 -1.66571 -7.54258
Cl -3.53508 -3.09490 -7.73268
Cl -5.87930 -1.99521 -6.41847
Cl -3.60691 -0.28171 -7.00495
H -4.98571 -1.42943 -8.50477
C 1.30561 1.52841 -1.47206
Cl 0.21163 2.50110 -0.48523
Cl 1.26613 2.05620 -3.15492
Cl 2.94166 1.59144 -0.81636
H 0.97507 0.50371 -1.43845
C -1.12475 -2.74040 -5.34059
Cl -0.17985 -4.20203 -5.63971
Cl -2.55290 -3.10676 -4.37188
Cl -0.13488 -1.50994 -4.55407
H -1.45393 -2.34970 -6.29144
C 3.53686 -2.63151 -1.63434
Cl 3.69662 -2.33359 0.10126
Cl 2.17017 -1.73617 -2.30052
Cl 5.02556 -2.19357 -2.47286
H 3.35854 -3.68501 -1.78617
C 5.76731 -0.00904 2.73520
Cl 5.32355 0.88499 4.19127
Cl 4.89485 0.60804 1.33094
Cl 7.51145 0.05301 2.46926
H 5.48523 -1.04206 2.87728
C 5.87401 3.61553 -3.12244
Cl 4.36089 4.36419 -3.63215
Cl 5.72622 1.85825 -3.09911
Cl 7.20317 4.11707 -4.17332
H 6.09444 3.94898 -2.11985
C 0.49842 -4.86456 8.73549
Cl -0.64084 -3.89758 9.67175
Cl 0.51503 -4.33719 7.04915
Cl 2.11749 -4.77590 9.43561
H 0.17372 -5.89314 8.76434
C 10.32535 3.17075 -6.65958
Cl 10.46679 1.41246 -6.61787
Cl 11.43983 3.91493 -5.51023
Cl 10.60937 3.78149 -8.29100
H 9.31855 3.43347 -6.37219
C -3.46812 6.26574 -0.87949
Cl -2.46761 4.82615 -1.08593
Cl -4.81398 5.95014 0.21778
Cl -2.49844 7.62124 -0.29780
H -3.87578 6.53166 -1.84297
```

Kohn-Sham gap = 0.3643 Eh
spin multiplicity = 1
LUMO energy = -0.55 eV



ORCA calculation (ωB97M-V/def2-TZVPD) on a molecular structure, C15H17BrN5O6S2SeTl.

Structure (XYZ):
```
48
C15H17BrN5O6S2SeTl (ωB97M-V/def2-TZVPD)
Tl 0.66357 0.17887 0.41501
Br -4.23095 3.20942 0.93817
C -2.87306 2.73218 2.23982
C -3.27815 2.13744 3.41359
C -2.27310 1.78024 4.29956
C -0.95885 2.05036 3.97929
C -0.67503 2.60987 2.74178
N -1.63761 2.94858 1.88032
C 0.77436 2.80263 2.30800
O 1.45564 3.52779 3.02710
O 1.12679 2.26006 1.20227
H -4.31971 1.91822 3.59621
H -2.51681 1.25409 5.21171
H -0.14095 1.76095 4.61879
N -1.02345 1.37775 -0.51321
C -1.53704 1.17840 -1.86839
C -2.26129 -0.14766 -2.04469
C -1.34498 -1.36011 -2.11326
N -0.68544 -1.54677 -0.82129
H -1.73807 1.22609 0.19865
H -0.66348 2.31939 -0.37824
H -0.70208 1.23936 -2.56812
H -2.22120 1.99863 -2.11266
H -2.83276 -0.08947 -2.97506
H -2.98950 -0.28849 -1.23771
H -0.59685 -1.20050 -2.89443
H -1.93394 -2.24371 -2.39659
H -0.20313 -2.43165 -0.70200
H -1.35892 -1.49432 -0.04613
O -1.58635 -1.11413 3.94980
S -0.96666 -1.07371 2.63488
O -0.61034 -2.38919 2.09370
O -1.81081 -0.34359 1.61269
O 0.30683 -0.19480 2.67537
Se 2.64561 -1.51080 0.72473
C 3.27674 -2.06846 -0.96363
C 2.56681 -2.01799 -2.15630
C 3.13721 -2.53176 -3.30924
N 4.33538 -3.11784 -3.36972
C 5.00557 -3.17125 -2.21552
C 4.53963 -2.66203 -1.01804
H 1.58575 -1.57120 -2.20584
H 2.58510 -2.45254 -4.23908
H 5.98163 -3.64631 -2.24653
H 5.15553 -2.73222 -0.13004
S 2.09179 1.53876 -1.76869
C 1.55854 0.90727 -3.23468
N 1.17805 0.44416 -4.23238
```

energy above the lowest of the compared OMol25 structures with the same formula, charge and spin = 7.34 kcal/mol
Kohn-Sham gap = 0.2548 Eh
spin multiplicity = 1
total charge = -2
LUMO energy = 4.09 eV



ORCA calculation (ωB97M-V/def2-TZVPD) on 2 unconnected molecules or ions with the total composition C15H17ClFSi in a non-equilibrium geometry.

Structure (XYZ):
```
35
C15H17ClFSi (ωB97M-V/def2-TZVPD)
C -2.57386 -2.09376 -2.35877
Si -1.44744 -2.47638 -0.90335
C -2.38753 -3.37636 0.45571
Cl 0.05215 -3.76843 -1.58382
H -0.75566 -0.22021 0.21732
H -3.53285 -1.64962 -2.03461
H -2.08155 -1.38589 -3.04512
H -2.78182 -3.04249 -2.87493
H -3.33882 -2.86987 0.70287
H -2.61574 -4.38642 0.08058
H -1.78223 -3.43247 1.37665
F 0.56986 4.88445 -0.79285
C 0.52853 3.60593 -1.31250
C 0.74102 3.43157 -2.67859
C 0.64442 2.12397 -3.18497
C 0.46742 1.04805 -2.32299
C 0.32968 1.22549 -0.93783
C 0.25542 0.03219 0.01041
C 0.88121 0.13318 1.38675
C 0.62804 -0.91741 2.27448
C 1.09251 -0.86724 3.59094
C 1.86294 0.21793 4.02121
C 2.17281 1.24086 3.11102
C 1.75426 1.14933 1.78590
C 0.23012 2.53527 -0.44861
H 0.91204 4.28175 -3.34503
H 0.71685 1.96969 -4.26221
H 0.46621 0.03368 -2.70973
H 0.74317 -0.79611 -0.51323
H 0.10720 -1.81595 1.92559
H 0.92708 -1.70351 4.27435
H 2.25897 0.24715 5.03378
H 2.80838 2.06324 3.41593
H 2.09438 1.86176 1.03218
H 0.05282 2.71662 0.61347
```

energy above the lowest of the compared OMol25 structures with the same formula, charge and spin = 15.98 kcal/mol
Kohn-Sham gap = 0.1939 Eh
spin multiplicity = 1
total charge = +1
LUMO energy = -6.75 eV